Record 1
Computed, not measured: an isolated ion of composition C5H12ClN2 and charge +1 at a distorted geometry, with ωB97M-V/def2-TZVPD.

Values from the calculation:
ΔE to the lowest compared entry with this formula, charge and spin   20.00 kcal per mole
Net charge   +1
E_LUMO   -2.9 eV
E_HOMO   -13.807 eV
HOMO-LUMO gap   10.89 eV

```
20
Properties=species:S:1:pos:R:3:forces:R:3:lowdin_charge:R:1
C -2.32483 -1.67860 -0.63665 -2.96 2.26 1.94 0.05
C -1.87797 -0.52314 -0.09424 -0.75 -1.46 -1.97 -0.64
Cl -3.02408 0.61620 0.58668 0.06 -0.33 0.41 0.76
C -0.51199 0.06164 -0.47249 -1.27 -0.05 1.51 -0.28
N -0.78536 1.46321 -0.95586 -1.71 -0.07 2.71 0.10
C 0.49886 0.17576 0.78236 1.65 0.43 -2.36 -0.30
C 1.39659 -1.14872 0.75726 -2.29 1.38 -2.89 -0.02
N 1.16179 1.50149 0.49365 0.32 1.20 1.78 0.00
H -3.40639 -2.03999 -0.66450 1.61 0.79 0.54 0.12
H -1.67691 -2.31270 -1.08946 2.10 -1.69 -1.40 0.04
H -0.12472 -0.55574 -1.30541 0.15 0.46 0.63 0.16
H -1.76676 1.77552 -0.39331 3.03 -0.51 -1.59 0.12
H -0.95410 1.52829 -1.92387 -0.21 0.01 -1.49 0.13
H 0.17516 1.90308 -0.62510 -0.52 0.12 -0.06 0.11
H 0.06922 0.31331 1.74838 -1.05 -0.45 0.43 0.13
H 1.79882 -1.26994 -0.36547 -0.47 0.08 2.83 0.13
H 0.57933 -1.88885 0.93334 1.03 -0.03 -0.17 0.09
H 2.10573 -1.16949 1.54950 0.74 -0.10 0.31 0.06
H 0.84023 2.27707 1.17079 0.80 -1.83 -1.11 0.15
H 2.18032 1.50718 0.52511 -0.26 -0.21 -0.05 0.11
```
Positions in Å, forces in eV/Å.

Record 2
Computed, not measured: one molecule with the formula C5H12ClNOS at a distorted geometry, with ωB97M-V/def2-TZVPD.

Values from the calculation:
ΔE to the lowest compared entry with this formula, charge and spin   34.75 kcal per mole
E_LUMO   0.4 eV
E_HOMO   -9.707 eV
HOMO-LUMO gap   10.14 eV

```
21
Properties=species:S:1:pos:R:3:forces:R:3:lowdin_charge:R:1
C -1.80255 1.79740 0.94108 2.94 2.23 -0.38 -0.10
C -0.40233 1.21459 0.80564 0.64 0.10 -1.40 -0.26
C -0.56293 -0.28533 0.87932 -0.61 -1.86 -1.66 -0.25
C 0.64754 -1.11976 1.01299 0.33 -1.05 3.09 -0.40
N 1.40767 -1.20376 -0.12614 2.01 -0.37 -1.95 -0.25
S 2.38564 -0.21379 -0.58122 1.30 1.41 -3.20 0.40
C 3.95872 -0.97040 -1.07177 -2.05 -0.55 2.35 -0.16
O 2.07431 0.72104 -1.64398 0.00 -0.23 0.62 -0.38
Cl 3.11237 0.88796 0.97191 0.12 0.49 0.69 0.40
H -1.65471 2.77330 1.41032 -0.70 0.18 -0.35 0.08
H -2.19586 1.84587 -0.02743 -1.02 0.48 -1.28 0.06
H -2.39660 1.22012 1.52838 -1.74 -1.64 1.83 0.03
H 0.03559 1.47392 -0.24305 -0.68 -0.32 1.81 0.12
H 0.30233 1.67574 1.53135 -0.43 -0.71 -0.16 0.10
H -1.23497 -0.71484 1.61178 -0.50 0.79 0.60 0.11
H -0.96400 -0.71829 -0.09381 -0.15 1.05 0.81 0.15
H 1.27185 -0.74685 1.85810 -0.25 -0.23 -0.19 0.09
H 0.44190 -2.17749 1.24290 -0.56 0.43 0.37 0.12
H 4.29849 -1.23168 -0.09098 1.04 0.00 0.45 0.03
H 3.65936 -1.90205 -1.44638 -0.32 -1.23 -1.27 0.04
H 4.60590 -0.39815 -1.65790 0.64 1.03 -0.78 0.05
```
Positions in Å, forces in eV/Å.

Record 3
Computed, not measured: C5H12HgO3 as an isolated structure at a distorted geometry, with ωB97M-V/def2-TZVPD.

Values from the calculation:
ΔE to the lowest compared entry with this formula, charge and spin   0.00 kcal per mole
E_LUMO   0.6 eV
E_HOMO   -8.656 eV
HOMO-LUMO gap   9.26 eV

```
21
Properties=species:S:1:pos:R:3:forces:R:3:lowdin_charge:R:1
O 1.25117 -0.34253 2.04447 4.90 2.10 1.13 -0.52
C 1.97155 0.72571 1.54895 0.43 0.62 -0.29 -0.36
C 1.45459 1.28991 0.23035 0.01 0.03 0.48 -0.22
O 1.72485 0.41192 -0.84178 0.41 0.48 -0.95 -0.13
C 0.90448 -0.61663 -1.31138 0.18 -0.42 0.24 -0.21
C -0.57962 -0.34983 -1.42734 -0.11 0.20 -0.36 -0.18
O -1.24224 -0.44588 -0.16592 -1.74 1.41 -3.79 -0.49
C -2.63926 -0.18833 -0.24611 -0.33 0.04 -0.12 -0.09
H 3.02922 0.42904 1.38563 -0.33 0.08 0.00 0.12
H 2.00394 1.57596 2.26234 -0.12 -0.24 -0.02 0.11
H 1.99562 2.21700 -0.00709 -0.06 -0.22 0.03 0.13
H 0.39008 1.56943 0.30940 0.07 -0.24 -0.05 0.12
H 1.12092 -1.52668 -0.72935 -0.41 -0.03 0.00 0.12
H 1.26199 -0.84423 -2.32523 -0.09 0.17 0.14 0.13
H -1.02854 -1.09355 -2.10337 0.12 0.13 0.08 0.14
H -0.75992 0.65435 -1.84059 0.08 -0.17 0.01 0.14
H -3.05277 -0.29567 0.76286 0.13 0.01 -0.30 0.08
H -2.80954 0.83156 -0.61732 0.00 -0.20 0.07 0.10
H -3.11237 -0.91588 -0.92065 0.05 0.17 0.14 0.10
H -1.48120 -2.05111 2.41634 -0.09 0.20 -0.59 -0.09
Hg -0.40294 -1.03457 1.57578 -3.09 -4.11 4.17 1.00
```
Positions in Å, forces in eV/Å.

Record 4
Computed, not measured: C5H12I2N as an isolated structure at a distorted geometry, with ωB97M-V/def2-TZVPD.

Values from the calculation:
ΔE to the lowest compared entry with this formula, charge and spin   95.67 kcal per mole
Net charge   +1
E_LUMO (alpha / beta)   -5.0 / -4.8 eV
E_HOMO (alpha / beta)   -12.803 / -12.726 eV
HOMO-LUMO gap (alpha / beta)   7.85 / 7.97 eV

```
20
Properties=species:S:1:pos:R:3:forces:R:3:lowdin_charge:R:1
C 2.20493 0.58788 0.13409 -0.95 0.10 -0.06 -0.03
C 0.20307 1.73503 -0.94817 -0.85 0.55 -1.82 -0.07
C 0.64911 0.72675 0.07242 1.03 0.86 1.03 -0.49
C 0.06315 -0.58954 -0.17577 -2.72 -1.90 -0.16 -0.10
C -2.44253 -0.56031 -0.26571 2.55 -1.21 3.06 -0.95
N -0.11724 -1.63389 0.96336 1.46 1.28 -0.53 0.03
I -2.55207 -2.67524 -0.51506 -1.24 0.56 -0.62 0.98
I -3.22260 0.15583 1.73679 0.85 -0.61 -1.95 0.67
H 2.55560 0.04545 1.03140 -0.20 -0.49 -0.86 0.09
H 2.34932 0.17500 -0.86555 1.41 -0.29 0.35 0.09
H 2.68948 1.55449 0.25938 -0.23 0.19 -0.46 0.09
H -0.86612 1.99999 -0.85136 0.41 -0.23 0.32 0.08
H 0.24483 1.27020 -1.94679 0.27 0.33 0.03 0.09
H 0.74188 2.70912 -0.99461 -0.01 -0.97 0.34 0.11
H 0.36508 1.14772 0.98750 -0.79 0.23 1.87 0.11
H 0.40238 -1.00079 -1.17016 -0.83 -0.19 1.23 0.15
H -2.79280 0.01938 -1.05584 -0.58 0.82 -1.34 -0.08
H 0.70653 -2.26158 1.10551 -0.48 0.76 -0.19 0.16
H -0.95840 -2.36762 0.65748 1.27 1.54 0.92 -0.10
H -0.22360 -1.03788 1.84110 -0.37 -1.32 -1.16 0.14
```
Positions in Å, forces in eV/Å.

Record 5
Computed, not measured: an isolated ion of composition C5H12N and charge +1 at a distorted geometry, with ωB97M-V/def2-TZVPD.

Values from the calculation:
ΔE to the lowest compared entry with this formula, charge and spin   30.06 kcal per mole
Net charge   +1
E_LUMO   -3.7 eV
E_HOMO   -13.518 eV
HOMO-LUMO gap   9.84 eV

```
18
Properties=species:S:1:pos:R:3:forces:R:3:lowdin_charge:R:1
C -0.84638 1.23016 -2.51257 -0.07 0.08 0.62 0.04
C -1.04175 0.87211 -1.25092 0.50 -0.11 -0.15 -0.19
C -0.63613 -0.40220 -0.55540 0.17 1.10 0.04 -0.14
C 0.35863 -0.04492 0.57145 0.36 -0.67 -0.56 -0.32
C -0.18412 -0.17106 1.96666 0.02 0.74 1.13 -0.04
N 1.57297 -0.98253 0.49379 0.93 0.64 1.49 0.21
H -1.12377 2.24270 -2.77580 -0.01 -0.14 -0.36 0.07
H -0.40663 0.58264 -3.25408 0.01 -0.08 -0.15 0.07
H -1.44969 1.59763 -0.57461 -0.36 0.41 0.24 0.10
H -1.49874 -0.75440 -0.03112 -0.67 -0.89 -0.09 0.11
H -0.23727 -1.10664 -1.27903 -0.04 -0.33 0.09 0.12
H 0.75467 0.95168 0.38766 0.18 -0.02 0.05 0.15
H -0.39330 -1.19041 2.29243 -0.42 -0.08 -0.40 0.10
H 0.45174 0.23363 2.76802 0.39 -0.02 -0.49 0.10
H -1.05759 0.47461 2.06588 -0.31 -0.39 -0.18 0.11
H 1.98149 -1.13379 -0.42730 -0.27 -0.19 -0.11 0.17
H 1.45393 -1.84400 1.03708 -0.58 -0.34 -0.79 0.17
H 2.30194 -0.55520 1.07788 0.16 0.29 -0.39 0.17
```
Positions in Å, forces in eV/Å.

Record 6
Computed, not measured: a 2-piece molecular cluster, C5H12N overall, with ωB97M-V/def2-TZVPD.

Values from the calculation:
ΔE to the lowest compared entry with this formula, charge and spin   43.27 kcal per mole
Net charge   +1
E_LUMO   -4.8 eV
E_HOMO   -14.281 eV
HOMO-LUMO gap   9.45 eV

```
18
Properties=species:S:1:pos:R:3:forces:R:3:lowdin_charge:R:1
C 1.23842 -1.76602 -1.70167 -0.32 0.03 0.35 -0.04
C 0.19498 -1.18380 -2.28479 0.10 0.57 0.22 -0.10
H 1.12278 -2.64457 -1.07785 0.01 -0.17 -0.24 0.06
H 2.24245 -1.37146 -1.78252 -0.01 0.10 -0.07 0.06
H -0.82210 -1.55241 -2.23131 0.05 -0.28 0.05 0.06
H 0.31559 -0.23813 -2.80615 0.11 -0.18 -0.34 0.06
C 0.97013 0.58782 1.86437 -0.52 0.25 0.04 -0.05
C -0.46755 0.22451 1.53307 0.02 -0.38 -0.47 -0.17
C -1.67094 1.51832 -0.14365 -0.06 -0.05 -0.56 0.18
N -0.81642 0.63265 0.14672 -0.01 0.23 0.91 0.05
H 1.67142 0.09176 1.19875 0.11 -0.01 0.06 0.08
H 1.08133 1.67021 1.80226 0.20 -0.02 -0.05 0.09
H 1.14600 0.30007 2.89748 0.20 -0.12 -0.02 0.09
H -0.63073 -0.85470 1.52161 0.08 0.00 0.24 0.14
H -1.18265 0.67920 2.21247 -0.05 0.09 -0.03 0.13
H -1.87668 1.72065 -1.18829 0.02 0.09 0.00 0.13
H -2.21046 2.05702 0.62512 0.06 -0.08 0.12 0.13
H -0.30557 0.12888 -0.58561 0.00 -0.06 -0.23 0.10
```
Positions in Å, forces in eV/Å.

Which of these has the lowest ΔE to the lowest compared entry with this formula, charge and spin?
C5H12HgO3